This record from OMol25 describes a cluster of 12 separate species, C62H146N6O12 in total. The level of theory is wB97M-V/def2-TZVPD.

Calculated values
HOMO (eV): -7.9
Frontier orbital gap (hartree): 0.3046
Net charge: 0
Max |F| (eV/A): 5.64
E_tot (eV): -100163.343

CARTESIAN COORDINATES (ANGSTROEM)
C: 1.1619 -10.9062 22.6979
C: 2.0816 -10.8791 21.5322
C: 3.0394 -12.0187 21.5583
O: 1.4422 -11.0071 20.2659
H: 1.6995 -10.5733 23.5857
H: 0.7696 -11.9085 22.8699
H: 0.3198 -10.2144 22.6771
H: 2.6000 -9.9204 21.5467
H: 3.4891 -12.0820 22.5492
H: 3.7828 -11.9882 20.7617
H: 2.4518 -12.9316 21.4611
H: 0.9360 -10.2180 20.0594
C: 2.5888 -15.4974 29.8080
C: 1.7667 -14.5352 30.6856
C: 2.2450 -14.5376 32.1953
O: 1.9345 -13.2581 30.2154
H: 2.2136 -15.5441 28.7856
H: 2.6296 -16.5042 30.2238
H: 3.6140 -15.2034 29.5832
H: 0.7138 -14.7937 30.5731
H: 2.1240 -15.5344 32.6193
H: 1.6449 -13.9045 32.8489
H: 3.2169 -14.0905 32.4043
H: 1.3577 -13.1919 29.4508
C: -4.7112 -12.4360 30.1614
C: -3.2958 -12.0287 29.8285
C: -2.4264 -11.5964 30.9810
O: -2.8018 -13.2240 29.3278
H: -4.8742 -13.1377 30.9795
H: -5.2317 -12.8048 29.2775
H: -5.3536 -11.5943 30.4202
H: -3.3606 -11.3122 29.0097
H: -2.4601 -12.2106 31.8808
H: -2.8378 -10.6462 31.3216
H: -1.4237 -11.3486 30.6327
H: -3.4254 -13.5351 28.6676
C: -1.1026 -14.0633 23.0085
C: -1.3136 -13.4726 21.6504
C: -0.7602 -14.3074 20.4560
O: -2.6707 -13.5181 21.5264
H: -1.3201 -13.4156 23.8578
H: -0.0266 -14.2160 23.0930
H: -1.5576 -15.0398 23.1743
H: -0.9944 -12.4337 21.7339
H: -1.0723 -13.8405 19.5218
H: -1.2211 -15.2947 20.4271
H: 0.3284 -14.3090 20.5111
H: -2.8960 -13.5587 20.5941
C: -5.1028 -16.4599 27.6874
C: -4.0179 -15.9907 26.7557
C: -4.0996 -16.5981 25.3420
O: -4.1389 -14.5905 26.7037
H: -6.0322 -15.9051 27.5597
H: -4.7685 -16.2154 28.6957
H: -5.1980 -17.5381 27.5587
H: -3.1024 -16.2308 27.2964
H: -3.2368 -16.1950 24.8116
H: -5.0525 -16.3874 24.8564
H: -3.9419 -17.6757 25.3863
H: -4.1311 -14.3062 25.7868
C: 1.3710 -12.6845 26.4202
C: 0.0019 -13.2287 26.9235
C: -0.2121 -14.7684 26.6032
O: -0.0254 -13.0985 28.3260
H: 1.5428 -13.0410 25.4046
H: 2.2520 -13.0115 26.9725
H: 1.4505 -11.5974 26.4115
H: -0.8133 -12.6580 26.4787
H: 0.4399 -15.4538 27.1447
H: -0.1581 -14.9740 25.5342
H: -1.2479 -14.9759 26.8720
H: -0.9344 -13.2825 28.5740
C: 5.1377 -15.4168 25.2754
C: 5.7535 -15.9426 23.9443
C: 5.8983 -17.4943 24.0117
C: 4.5802 -18.1826 23.8610
C: 3.8782 -17.6646 22.5877
C: 3.6551 -16.1528 22.4198
N: 5.0077 -15.5489 22.7567
O: 4.9394 -14.1812 22.5568
C: 3.3658 -15.8821 20.9496
C: 2.4285 -15.7886 23.2923
C: 7.2446 -15.4777 23.8018
H: 5.1446 -14.3323 25.1671
H: 5.7600 -15.7257 26.1153
H: 4.1244 -15.7869 25.4316
H: 6.5047 -17.9016 23.2026
H: 6.4644 -17.8506 24.8724
H: 3.9245 -17.9000 24.6846
H: 4.6142 -19.2692 23.9402
H: 2.9136 -18.1677 22.5215
H: 4.4712 -18.0829 21.7744
H: 3.0344 -14.8617 20.7571
H: 4.1434 -16.0580 20.2064
H: 2.4874 -16.4560 20.6544
H: 1.5050 -16.0609 22.7812
H: 2.3684 -16.2341 24.2853
H: 2.4223 -14.7613 23.6565
H: 7.8427 -15.6474 24.6971
H: 7.3286 -14.4213 23.5470
H: 7.8018 -15.9476 22.9913
H: 5.3938 -14.0623 21.7195
C: 6.5956 -9.9633 26.2297
C: 5.5513 -10.4762 25.1734
C: 4.6803 -9.2810 24.7244
C: 5.3802 -8.2798 23.7399
C: 6.2515 -8.8758 22.5866
C: 7.0285 -10.2134 22.9529
N: 6.2580 -11.0270 23.9685
O: 6.8682 -12.1614 24.3040
C: 7.1292 -11.0760 21.6517
C: 8.4194 -9.7274 23.5395
C: 4.5886 -11.4515 25.8232
H: 6.9187 -8.9419 26.0288
H: 7.4415 -10.6477 26.1646
H: 6.2933 -10.0776 27.2707
H: 3.6803 -9.5719 24.4029
H: 4.6344 -8.6115 25.5834
H: 6.0550 -7.6636 24.3341
H: 4.6808 -7.5981 23.2559
H: 6.9545 -8.0921 22.3042
H: 5.5878 -9.1709 21.7738
H: 7.4890 -10.5128 20.7907
H: 7.8190 -11.8929 21.8637
H: 6.1606 -11.4437 21.3130
H: 8.3518 -9.1344 24.4516
H: 8.9633 -10.6304 23.8170
H: 8.9671 -9.1974 22.7603
H: 4.1209 -10.9650 26.6792
H: 5.0648 -12.3790 26.1412
H: 3.8761 -11.7063 25.0387
H: 6.3823 -12.8519 23.8470
C: 0.4252 -6.5337 25.2575
C: 0.2461 -7.5228 26.4296
C: 1.6230 -8.2944 26.4868
C: 1.8320 -9.0790 27.7669
C: 1.7244 -8.0758 28.8818
C: 0.3531 -7.3261 29.0255
N: -0.1076 -6.8352 27.7312
O: -1.3318 -6.1751 27.8519
C: -0.7174 -8.2674 29.6671
C: 0.5969 -6.0682 29.8933
C: -0.8927 -8.4728 26.0375
H: 1.2371 -5.8270 25.4292
H: -0.4168 -5.8428 25.2132
H: 0.5740 -7.0071 24.2870
H: 1.6525 -8.9820 25.6416
H: 2.4601 -7.6214 26.3010
H: 2.8177 -9.5247 27.6330
H: 1.1469 -9.9174 27.8924
H: 2.5063 -7.3221 28.7893
H: 1.9052 -8.6185 29.8096
H: -0.3128 -8.9327 30.4297
H: -1.5975 -7.7222 30.0085
H: -0.9635 -8.8924 28.8087
H: -0.2795 -5.4205 29.9168
H: 1.0466 -6.3144 30.8552
H: 1.2880 -5.3526 29.4480
H: -0.6267 -9.0344 25.1420
H: -1.8434 -7.9575 25.9009
H: -1.1799 -9.2020 26.7950
H: -1.9836 -6.8798 27.8641
C: -0.7710 -21.8941 24.1435
C: -1.4173 -20.5410 23.8850
C: -0.4117 -19.3622 24.4846
C: -0.6178 -17.9910 23.9353
C: -0.6779 -18.0521 22.4378
C: -1.7288 -19.0204 21.8042
N: -1.5098 -20.3903 22.3621
O: -2.2268 -21.3265 21.7599
C: -3.0914 -18.3917 21.9867
C: -1.3156 -19.1771 20.3596
C: -2.7746 -20.3781 24.6006
H: -0.4278 -22.0966 25.1580
H: 0.1911 -22.0561 23.6575
H: -1.3963 -22.7004 23.7600
H: -0.5526 -19.1896 25.5516
H: 0.6318 -19.6428 24.3412
H: 0.2267 -17.4318 24.3380
H: -1.5320 -17.5752 24.3590
H: 0.3380 -18.2094 22.0756
H: -0.9370 -17.0784 22.0222
H: -3.8869 -19.0653 21.6679
H: -3.3217 -18.1097 23.0141
H: -3.2511 -17.5164 21.3571
H: -1.4033 -18.2582 19.7799
H: -0.3019 -19.5772 20.3373
H: -2.0143 -19.8690 19.8893
H: -3.1061 -19.3406 24.5592
H: -2.5737 -20.7125 25.6184
H: -3.5516 -20.9234 24.0648
H: -1.6548 -21.6582 21.0639
C: -3.4758 -11.5300 24.6639
C: -4.8441 -12.2641 24.1871
C: -5.4980 -11.5529 22.9303
O: -6.6446 -12.1406 22.4402
C: -7.8451 -11.7646 23.1579
N: -4.4309 -13.5422 23.7187
H: -2.7416 -11.5060 23.8586
H: -3.1323 -11.9705 25.5999
H: -3.7947 -10.5647 25.0571
H: -5.5856 -12.3789 24.9777
H: -4.7234 -11.5289 22.1637
H: -5.7208 -10.5227 23.2082
H: -8.7660 -12.2841 22.8925
H: -8.0276 -10.7210 22.9016
H: -7.7007 -12.0154 24.2088
H: -3.7788 -13.2888 22.9902
H: -5.1937 -13.8878 23.1541
C: -0.0910 -22.2890 27.9968
C: 0.8191 -21.6147 29.0661
C: 1.7875 -20.6346 28.4215
O: 1.0697 -19.6887 27.6195
C: 1.9651 -18.7137 27.0086
N: 0.0773 -21.0055 30.1484
H: 0.5988 -22.6800 27.2488
H: -0.8727 -21.7061 27.5098
H: -0.6684 -23.0981 28.4441
H: 1.4572 -22.3646 29.5334
H: 2.5209 -21.1182 27.7761
H: 2.2815 -20.1168 29.2436
H: 2.6178 -19.1639 26.2607
H: 2.4998 -18.0956 27.7298
H: 1.3402 -18.0352 26.4279
H: 0.6699 -20.2576 30.4796
H: -0.6861 -20.4676 29.7638